Entry from the OMol25 dataset: a structure of composition C30H41Cl2O2P3Sn at a distorted geometry (ωB97M-V/def2-TZVPD).

Each line ends with the Löwdin charge.
CARTESIAN COORDINATES (ANGSTROEM)
H  -3.1355  2.2615  -0.4338  0.045
H  -0.1779  1.3689  5.1945  0.081
C  1.8797  -2.5573  -3.3290  -0.097
C  2.7825  3.2487  -0.4567  -0.095
C  0.1889  2.1876  4.5658  -0.156
C  5.2163  -1.7589  -0.8871  -0.069
H  -4.6654  1.8637  0.4109  0.057
P  -3.9065  0.0419  -0.9779  0.747
H  1.4076  -4.3046  -4.5018  0.110
H  3.9506  1.4848  -0.0023  0.113
H  1.1094  1.8537  4.0757  0.062
C  2.1705  -2.6999  -5.7302  -0.065
C  3.0962  1.8992  -0.5402  -0.101
H  1.5638  -0.0315  1.6307  0.080
H  3.4149  -2.6876  2.4522  0.107
H  5.6628  -1.5209  -1.8529  0.112
O  -2.1211  -2.6853  2.6978  -0.261
C  -2.5095  0.3878  2.4009  -0.150
H  -1.1541  -2.3300  -0.3738  0.097
Cl  -3.7674  -3.3908  -0.1064  0.125
H  -3.2933  0.5969  3.1407  0.023
H  -0.2722  4.8212  2.8387  0.084
C  -0.5328  -0.4728  0.4864  0.080
H  -4.6907  2.2663  -1.3492  0.072
H  1.5759  -2.9707  -2.3610  0.098
H  -2.5002  -0.9113  -2.6975  0.061
C  1.7114  3.7692  -1.1905  -0.106
H  5.8571  -3.0575  2.1840  0.115
H  -2.3937  3.9033  4.8260  0.083
H  -3.6258  0.3443  -3.3256  0.071
H  2.8710  0.4640  -4.6356  0.111
H  -1.1510  4.1128  1.4531  0.075
C  1.2195  1.5862  -2.0981  -0.134
H  2.0789  -1.6695  0.5546  0.076
C  -0.2750  0.6940  1.3143  -0.355
C  -4.1218  1.7850  -0.5406  -0.235
O  0.8531  0.3819  2.1634  -0.030
H  0.5271  3.6166  1.7879  0.059
Cl  -5.0937  -1.3335  2.5425  0.073
H  2.8079  -0.9030  -6.7547  0.116
C  1.7797  -3.2781  -4.5121  -0.083
P  -1.0412  2.6002  3.3241  0.920
H  6.9960  -2.5268  0.0535  0.118
H  -2.1300  0.8234  -2.4380  0.046
C  -1.3143  -1.4549  0.2558  -0.179
H  -5.4517  -1.6892  -1.6041  0.029
H  -5.7852  -0.1146  -2.4372  0.067
C  -1.3987  1.1065  2.2922  -0.315
H  2.1779  -3.3032  -6.6393  0.113
C  2.3577  1.0722  -1.4280  -0.398
H  0.0541  3.3447  -2.5221  0.106
H  0.6294  0.9285  -2.7471  0.099
C  2.4111  -1.2400  -3.3762  -0.404
H  -3.0307  2.2412  4.6367  0.072
C  0.9037  2.9302  -1.9752  -0.104
Sn  -3.1423  -1.3523  1.1188  0.504
H  -0.0460  1.5433  0.6318  0.141
H  3.3967  3.9103  0.1634  0.115
C  -0.4249  3.9058  2.2502  -0.153
C  -5.5240  -0.5983  -1.4848  -0.241
H  1.5097  4.8414  -1.1659  0.106
P  3.0773  -0.4593  -1.9471  1.097
C  3.8436  -1.4415  -0.6973  -0.391
H  -1.5021  -4.5968  3.2813  0.110
H  -3.2945  3.4542  3.3516  0.079
H  -6.2625  -0.3619  -0.7076  0.066
C  2.5496  -1.3528  -5.7925  -0.071
H  -1.2656  -2.4231  3.0769  0.122
H  0.3892  3.0622  5.1966  0.080
C  5.9328  -2.3203  0.1614  -0.059
C  2.6200  -0.5994  -4.6263  -0.096
C  -2.4147  -4.0660  2.9700  -0.081
C  3.9062  -2.3984  1.5175  -0.082
C  -2.9360  0.0790  -2.5105  -0.213
C  5.2845  -2.6243  1.3621  -0.059
H  -3.1823  -4.0892  3.7498  0.102
H  -2.8147  -4.4876  2.0435  0.035
C  3.1685  -1.8126  0.4916  -0.114
C  -2.5836  3.0929  4.1073  -0.161

Total charge: +2
Energy in Ha: -3476.3293
HOMO energy (alpha / beta) in eV: -11.105 / -11.113
Orbital gap (alpha / beta) in eV: 3.07 / 3.08
ΔE to the lowest compared entry with this formula, charge and spin in kJ/mol: 0.00